5 unconnected molecules or ions with the total composition C41H86NO at a distorted geometry. Source: the Open Molecules 2025 dataset; level of theory: ωB97M-V/def2-TZVPD.

Structure (ORCA input):
```
! RIJCOSX wB97M-V def2-TZVPD def2/J DEFGRID3
* xyz 1 1
C 1.49 3.62 4.61
O 0.87 4.85 4.15
C 0.13 4.62 2.92
C -1.28 3.91 3.26
C -1.81 2.90 2.13
C -0.85 1.65 1.83
C -0.55 0.71 3.10
C -1.56 -0.54 3.26
C -2.98 -0.16 3.91
C -3.17 -0.61 5.45
C -1.85 -0.49 6.36
C -1.67 1.06 6.75
C -0.55 1.35 7.86
C 0.80 0.51 7.70
C 1.54 0.07 9.02
C 2.88 -0.74 8.94
C 3.42 -1.08 7.50
N 2.72 -0.65 6.30
C 1.48 0.13 6.36
H 1.91 2.99 3.74
H 0.76 3.00 5.26
H 2.36 3.95 5.30
H -0.11 5.66 2.48
H 0.74 4.06 2.13
H -2.05 4.77 3.36
H -1.27 3.39 4.29
H -1.89 3.50 1.13
H -2.89 2.62 2.40
H 0.16 2.04 1.46
H -1.32 1.07 0.95
H 0.51 0.24 3.01
H -0.50 1.39 4.02
H -1.77 -0.92 2.19
H -1.05 -1.43 3.79
H -3.78 -0.74 3.30
H -3.21 0.95 3.71
H -3.96 0.11 5.90
H -3.63 -1.66 5.58
H -0.94 -0.98 5.88
H -2.08 -1.09 7.33
H -2.68 1.39 7.22
H -1.49 1.77 5.88
H -0.26 2.47 7.77
H -0.93 1.18 8.93
H 1.10 0.36 10.03
H 3.43 -1.04 9.90
H 4.40 -1.68 7.43
H 3.16 -0.93 5.40
H 1.02 0.45 5.37
C 2.37 3.34 -0.74
C 0.93 3.36 -1.25
C 0.83 3.18 -2.77
C 1.49 4.28 -3.61
C 0.98 5.70 -3.34
C -0.50 5.88 -3.66
H 2.95 4.17 -1.14
H 2.38 3.42 0.35
H 2.87 2.41 -1.01
H 0.44 4.28 -0.94
H 0.38 2.54 -0.77
H -0.23 3.10 -3.04
H 1.28 2.22 -3.05
H 1.34 4.05 -4.67
H 2.57 4.26 -3.45
H 1.56 6.40 -3.96
H 1.17 5.98 -2.30
H -0.70 5.64 -4.71
H -0.79 6.92 -3.49
H -1.13 5.26 -3.03
C -7.21 -0.20 4.47
C -7.30 -1.50 5.24
C -6.79 -2.71 4.46
C -7.57 -3.04 3.18
C -9.07 -3.30 3.37
C -9.37 -4.50 4.26
H -7.84 -0.21 3.57
H -7.55 0.64 5.09
H -6.18 0.00 4.16
H -8.33 -1.66 5.57
H -6.70 -1.40 6.15
H -6.80 -3.58 5.12
H -5.74 -2.54 4.19
H -7.11 -3.93 2.72
H -7.44 -2.23 2.46
H -9.51 -3.47 2.39
H -9.56 -2.41 3.78
H -8.92 -5.41 3.85
H -10.45 -4.66 4.32
H -8.99 -4.35 5.27
C 2.42 -2.95 -5.00
C 3.64 -2.71 -4.12
C 3.33 -1.92 -2.85
C 2.80 -0.50 -3.08
C 3.71 0.42 -3.90
C 5.06 0.67 -3.24
H 2.00 -2.02 -5.37
H 2.70 -3.56 -5.87
H 1.64 -3.49 -4.45
H 4.42 -2.21 -4.70
H 4.06 -3.68 -3.83
H 4.23 -1.88 -2.23
H 2.59 -2.47 -2.26
H 2.62 -0.04 -2.10
H 1.82 -0.55 -3.57
H 3.20 1.38 -4.03
H 3.86 0.01 -4.90
H 4.94 1.12 -2.25
H 5.65 1.37 -3.85
H 5.64 -0.25 -3.14
C 3.46 -4.90 -12.11
C 3.74 -3.45 -11.76
C 5.08 -3.25 -11.04
C 5.21 -3.95 -9.68
C 4.15 -3.57 -8.65
C 4.17 -2.10 -8.26
H 3.38 -5.53 -11.22
H 2.52 -4.98 -12.66
H 4.25 -5.31 -12.75
H 2.92 -3.05 -11.15
H 3.76 -2.87 -12.68
H 5.25 -2.17 -10.91
H 5.89 -3.61 -11.69
H 6.20 -3.72 -9.27
H 5.19 -5.03 -9.83
H 4.32 -4.17 -7.75
H 3.15 -3.84 -9.01
H 5.15 -1.82 -7.86
H 3.42 -1.90 -7.49
H 3.95 -1.46 -9.11
*
```

The HOMO energy is -11.8 eV. Its total energy is -47438.1327 eV. For the gap between HOMO and LUMO, the calculation gives 0.2566 Eh.

Here are the Löwdin charges for atoms 1 to 99, given in e: C -0.120; O -0.220; C -0.203; C -0.168; C -0.196; C -0.194; C -0.214; C -0.196; C -0.187; C -0.199; C -0.204; C -0.190; C -0.157; C -0.090; C 0.067; C 0.025; C 0.018; N 0.058; C 0.055; H 0.099; H 0.063; H 0.107; H 0.141; H 0.104; H 0.124; H 0.087; H 0.120; H 0.103; H 0.085; H 0.122; H 0.107; H 0.055; H 0.115; H 0.106; H 0.108; H 0.102; H 0.111; H 0.114; H 0.082; H 0.129; H 0.132; H 0.085; H 0.134; H 0.124; H 0.121; H 0.113; H 0.140; H 0.167; H 0.110; C -0.098; C -0.268; C -0.217; C -0.227; C -0.271; C -0.113; H 0.074; H 0.051; H 0.062; H 0.098; H 0.085; H 0.106; H 0.088; H 0.113; H 0.101; H 0.107; H 0.098; H 0.078; H 0.071; H 0.064; C -0.108; C -0.269; C -0.231; C -0.228; C -0.271; C -0.113; H 0.071; H 0.073; H 0.055; H 0.102; H 0.098; H 0.103; H 0.092; H 0.110; H 0.101; H 0.107; H 0.100; H 0.076; H 0.072; H 0.065; C -0.112; C -0.266; C -0.229; C -0.234; C -0.264; C -0.106; H 0.067; H 0.057; H 0.077; H 0.097